# 1
This record from the Open Molecules 2025 dataset describes a molecular structure, C31H21Cl5CrN4O6S2. The level of theory is ωB97M-V with the def2-TZVPD basis set.

Kohn-Sham gap (alpha / beta) ... 7.3 / 7.4 eV
LUMO level (alpha / beta) ... 2.122 / 2.121 eV
Spin multiplicity ... 4
Net charge ... -1
⟨S²⟩ ... 3.773
HOMO level (alpha / beta) ... -5.142 / -5.240 eV

XYZ file:
```
70
Properties=species:S:1:pos:R:3:mulliken_charge:R:1
Cr -0.207 -0.644 -0.693 -0.1009
C 1.045 -0.743 -4.827 -0.4791
O -0.170 -0.331 -5.442 -0.5314
C -1.316 -0.095 -4.735 -0.2074
C -2.401 0.256 -5.512 -0.6595
C -3.653 0.527 -4.957 -0.7462
C -3.807 0.440 -3.597 -0.9660
C -2.724 0.088 -2.777 1.2024
C -2.979 0.026 -1.356 -0.6816
N -2.133 -0.278 -0.444 1.0145
N -2.583 -0.263 0.875 -1.1667
C -1.585 -0.574 1.657 0.5002
O -0.392 -0.840 1.255 -0.7281
C -1.825 -0.596 3.125 0.1277
C -0.733 -0.664 3.983 -0.0053
C -0.928 -0.679 5.356 -0.7251
C -2.213 -0.633 5.877 -0.3790
C -3.305 -0.569 5.020 -0.6428
C -3.114 -0.549 3.649 -0.3608
C -1.447 -0.180 -3.322 0.6549
O -0.411 -0.491 -2.589 -0.1752
H 1.740 -0.873 -5.655 0.3134
H 0.930 -1.686 -4.292 0.1865
H 1.427 0.009 -4.139 0.1592
H -2.243 0.317 -6.581 0.4396
H -4.481 0.806 -5.594 0.3596
H -4.764 0.646 -3.134 0.3695
H -3.986 0.261 -1.014 0.3229
H 0.261 -0.708 3.559 0.1318
H -0.074 -0.729 6.020 0.3875
H -2.366 -0.648 6.949 0.3715
H -4.309 -0.537 5.425 0.3773
H -3.951 -0.496 2.967 0.4576
Cl 3.942 -6.483 -1.142 -0.2223
C 2.652 -5.339 -1.050 0.4572
C 2.906 -3.978 -1.181 -0.2006
Cl 4.513 -3.407 -1.442 -0.2182
C 1.863 -3.075 -1.104 1.1524
Cl 2.141 -1.365 -1.216 -0.2621
C 0.522 -3.454 -0.895 -0.5271
O -0.441 -2.608 -0.838 0.3587
C 0.297 -4.845 -0.766 0.2345
Cl -1.328 -5.354 -0.512 -0.1997
C 1.336 -5.759 -0.841 0.0975
Cl 1.005 -7.444 -0.672 -0.2075
O -1.012 3.093 -2.121 -0.6946
C -0.412 3.990 -1.313 0.3098
C -0.683 5.339 -1.558 -0.6613
C -0.102 6.323 -0.785 -0.2661
C 0.762 5.981 0.253 -0.7725
C 1.029 4.648 0.495 -0.4987
C 0.458 3.631 -0.272 -0.1256
C 0.784 2.205 0.024 0.8699
O 0.108 1.315 -0.638 0.0537
N 1.697 1.981 0.921 -0.7104
N 1.976 0.628 1.050 0.2497
C 2.618 0.335 2.098 0.0577
S 3.147 1.522 3.310 -0.0893
C 3.795 0.275 4.457 -0.5123
C 4.305 -0.905 3.649 -0.7073
S 3.009 -1.347 2.471 -0.0145
H -0.733 2.203 -1.804 0.2925
H -1.358 5.578 -2.370 0.4118
H -0.325 7.363 -0.988 0.3594
H 1.217 6.747 0.865 0.3950
H 1.694 4.352 1.296 0.4743
H 3.004 -0.043 5.138 0.2070
H 4.595 0.743 5.033 0.3918
H 4.494 -1.774 4.278 0.3928
H 5.218 -0.644 3.113 0.3037
```

***

# 2
This record from the Open Molecules 2025 dataset describes a molecular structure, C31H24BrCl2N4O5SV. The level of theory is ωB97M-V with the def2-TZVPD basis set.

Kohn-Sham gap (alpha / beta) ... 6.9 / 7.3 eV
LUMO level (alpha / beta) ... 0.079 / 0.068 eV
Spin multiplicity ... 3
ΔE to the lowest compared entry with this formula, charge and spin ... 0.0 kcal/mol
⟨S²⟩ ... 2.067
HOMO level (alpha / beta) ... -6.825 / -7.258 eV

XYZ file:
```
69
Properties=species:S:1:pos:R:3:mulliken_charge:R:1
V -0.385 1.288 0.117 0.8684
O 5.515 0.453 3.811 -0.4978
C 4.678 0.981 4.817 -0.4236
N 3.365 1.001 4.219 -0.0396
C 2.300 1.444 4.919 0.3513
O 2.404 1.849 6.065 -0.6617
C 0.969 1.412 4.227 0.3872
C -0.185 1.541 4.991 -0.3789
C -1.411 1.524 4.359 -0.8363
C -1.454 1.400 2.979 -0.6918
N -0.351 1.282 2.238 0.4991
C 0.837 1.291 2.856 -0.5466
H 6.418 0.420 4.139 0.2930
H 4.967 1.996 5.102 0.2928
H 4.675 0.355 5.715 0.3076
H 3.275 0.552 3.323 0.1736
H -0.088 1.660 6.062 0.5043
H -2.334 1.625 4.912 0.4225
H -2.391 1.405 2.440 0.5088
H 1.692 1.222 2.196 0.5883
Br 3.658 -0.639 -5.914 -0.1524
C 3.785 -0.183 -4.085 -0.1010
C 5.009 -0.285 -3.438 -0.1537
N 5.169 0.001 -2.149 -0.6470
C 4.096 0.393 -1.466 -0.2401
C 2.836 0.518 -2.037 0.0823
C 2.672 0.231 -3.384 -0.4877
C 1.656 0.883 -1.209 1.3568
O 1.767 0.990 0.048 -0.8358
O 0.528 1.027 -1.753 -0.7220
H 5.888 -0.611 -3.982 0.3946
H 4.234 0.610 -0.415 0.5846
H 1.698 0.314 -3.846 0.6431
O -0.767 -0.838 0.082 -0.5824
S -1.319 -1.190 -1.300 0.5614
C -2.476 -2.505 -1.009 0.5330
C -2.121 -3.595 -0.221 -0.2304
C -3.055 -4.588 0.003 -0.7197
C -4.325 -4.490 -0.562 -0.3892
C -4.667 -3.398 -1.340 -0.6697
C -3.737 -2.388 -1.564 -0.2598
C 0.002 -2.116 -2.060 0.3261
C -0.105 -2.428 -3.409 -0.5662
C 0.941 -3.093 -4.027 -0.6909
C 2.074 -3.439 -3.297 -0.5408
C 2.165 -3.116 -1.953 -0.7111
C 1.125 -2.441 -1.322 -0.0518
H -1.130 -3.654 0.211 0.4119
H -2.798 -5.443 0.615 0.3939
H -5.052 -5.272 -0.385 0.3878
H -5.658 -3.321 -1.767 0.4087
H -3.999 -1.513 -2.146 0.3672
H -0.987 -2.143 -3.971 0.4623
H 0.880 -3.332 -5.080 0.4201
H 2.893 -3.945 -3.790 0.4311
H 3.055 -3.369 -1.392 0.4265
H 1.184 -2.151 -0.281 0.4459
Cl -3.339 1.569 -2.493 -0.2150
C -3.714 2.842 -1.357 0.8531
C -4.864 3.578 -1.575 -0.7514
C -5.199 4.608 -0.708 -0.2876
C -4.365 4.884 0.366 -0.7534
C -3.218 4.137 0.557 0.8381
Cl -2.210 4.533 1.924 -0.2092
C -2.830 3.082 -0.291 -0.9725
N -1.693 2.375 -0.083 -0.6708
H -5.489 3.339 -2.424 0.3970
H -6.095 5.191 -0.870 0.3593
H -4.598 5.681 1.058 0.4059
```

***

# 3
This record from the Open Molecules 2025 dataset describes a molecular structure, C31H24F6N7O6S4Tl in a non-equilibrium geometry. The level of theory is ωB97M-V with the def2-TZVPD basis set.

Kohn-Sham gap (alpha / beta) ... 6.4 / 5.2 eV
LUMO level (alpha / beta) ... -1.930 / -2.855 eV
ΔE to the lowest compared entry with this formula, charge and spin ... 59.9 kcal/mol
HOMO level (alpha / beta) ... -8.327 / -8.007 eV

XYZ file:
```
79
Properties=species:S:1:pos:R:3:mulliken_charge:R:1
Tl 0.990 0.245 -0.150 0.8091
N 3.631 -2.720 -1.865 -0.2654
C 2.684 -2.581 -0.903 -0.0127
S 2.998 -1.682 0.468 -0.3520
N 1.566 -3.389 -1.199 -0.1365
N 0.563 -3.124 -0.439 0.4034
C -0.461 -3.973 -0.392 -0.4646
C -0.298 -5.413 -0.640 0.1678
C 0.379 -5.884 -1.811 -0.2378
C 0.589 -7.231 -2.066 -0.6904
C 0.069 -8.166 -1.139 -0.3234
C -0.574 -7.696 -0.015 -0.7349
C -0.838 -6.315 0.216 -0.0919
C -1.781 -3.299 -0.078 0.8633
C -3.038 -3.924 -0.289 -0.8575
C -4.108 -3.292 0.232 -0.4085
C -4.060 -2.045 0.823 -0.7111
C -2.775 -1.452 0.913 -0.0562
N -1.683 -2.097 0.497 -0.1216
H 4.406 -2.083 -1.914 0.2460
H 3.356 -3.110 -2.764 0.3004
H 0.671 -5.173 -2.568 0.5628
H 1.214 -7.575 -2.885 0.4004
H 0.248 -9.230 -1.402 0.3367
H -0.932 -8.410 0.728 0.3438
H -1.446 -6.057 1.124 0.4028
H -3.078 -4.925 -0.661 0.5869
H -5.071 -3.812 0.139 0.3725
H -4.927 -1.509 1.195 0.4044
H -2.688 -0.454 1.411 0.3132
C -3.996 2.279 5.694 -1.3723
C -2.651 2.171 5.015 0.7992
C -1.614 1.395 5.579 -0.7280
C -0.290 1.415 5.098 -0.8634
C -0.051 2.115 3.880 0.5174
C -1.056 2.897 3.319 0.1339
C -2.318 2.912 3.852 -0.9915
S 1.565 1.910 3.109 0.9967
O 2.607 2.394 3.985 -0.6495
O 1.578 0.521 2.670 -0.5089
N 1.453 2.826 1.791 -0.1078
C 1.641 4.105 1.735 0.1137
C 1.739 5.030 2.867 -0.2865
C 2.275 6.330 2.681 -0.8479
C 2.661 6.776 1.449 -0.6088
C 2.359 6.074 0.244 1.0221
C 2.614 6.580 -1.017 -0.5771
C 2.330 5.823 -2.107 -0.6663
C 1.646 4.629 -1.911 -0.1872
N 1.431 4.045 -0.734 -0.2759
C 1.765 4.731 0.379 0.0031
H -4.080 3.221 6.226 0.3048
H -4.194 1.499 6.419 0.3890
H -4.789 2.296 4.898 0.3362
H -1.885 0.718 6.413 0.2675
H 0.545 1.097 5.724 0.4431
H -0.911 3.532 2.475 0.4407
H -3.035 3.677 3.604 0.3914
H 1.639 4.562 3.821 0.5480
H 2.333 7.075 3.492 0.3586
H 3.225 7.697 1.314 0.3906
H 2.905 7.584 -1.015 0.4546
H 2.578 6.249 -3.094 0.3482
H 1.327 4.031 -2.789 0.4254
F -3.425 0.296 -4.324 -0.1862
C -2.288 0.038 -4.943 0.3794
F -2.340 -1.228 -5.569 -0.2180
F -2.042 0.940 -5.902 -0.1958
S -0.962 0.065 -3.551 0.9226
O -0.615 1.440 -3.325 -0.5506
O -1.551 -0.685 -2.440 -0.4170
N 0.166 -0.726 -4.384 -0.4071
S 1.675 -0.831 -4.072 1.1811
O 2.057 -2.227 -3.959 -0.7119
O 2.186 0.068 -3.046 -0.6341
C 2.399 -0.291 -5.716 0.4089
F 3.723 -0.608 -5.708 -0.2218
F 1.821 -1.071 -6.681 -0.2251
F 2.249 0.998 -6.012 -0.1866
```

***

Which formula does entry 1 have?
C31H21Cl5CrN4O6S2